Record 1
Here is a structure of composition C34H70NO28S2 from OMol25. Energies are from ωB97M-V with the def2-TZVPD basis set.

Each line ends with the Löwdin charge.
Cartesian coordinates (Å):
S1 -0.520 -1.073 -0.692  0.480
S2 0.660 1.202 -1.641  0.490
O1 -0.043 1.324 -2.893  -0.294
O2 -7.719 -0.013 0.509  0.024
O3 10.196 -1.252 -3.507  0.115
O4 -5.895 -1.318 0.220  0.119
O5 9.456 -3.005 -4.719  -0.001
O6 -3.295 7.723 1.917  0.124
O7 -4.616 2.635 9.003  0.122
O8 3.526 -5.005 1.117  0.003
O9 -4.254 -8.263 -3.540  0.031
O10 2.537 6.688 -2.900  0.127
O11 -0.801 -2.012 -1.976  -0.264
O12 -4.965 4.092 7.307  0.033
O13 4.407 -4.449 3.121  0.118
O14 -3.175 6.476 3.800  0.027
O15 -1.687 -0.241 -0.536  -0.306
O16 -3.672 -6.096 -3.244  0.124
O17 -1.343 7.213 2.932  0.009
O18 -6.672 3.142 8.222  0.001
O19 5.424 -5.865 1.679  0.026
O20 2.216 1.464 -1.939  -0.255
O21 0.350 2.161 -0.620  -0.295
O22 1.257 7.087 -1.075  0.027
O23 2.259 8.747 -2.021  -0.008
O24 -5.527 -6.995 -2.333  0.001
O25 -5.786 0.935 0.372  0.008
O26 8.076 -1.404 -4.287  0.045
O27 4.561 -0.967 -3.294  -0.173
O28 -0.197 -1.978 0.373  -0.300
N1 0.780 -0.297 -1.128  -0.287
C1 6.115 -7.016 3.718  -0.069
C2 -3.543 4.261 7.149  -0.204
C3 -5.340 3.239 8.253  -0.614
C4 -8.472 -1.864 1.911  -0.069
C5 2.089 4.911 -0.300  -0.054
C6 2.797 0.674 -2.985  -0.196
C7 -6.403 -0.233 0.346  -0.614
C8 -4.987 5.193 2.780  -0.056
C9 0.958 5.674 -0.943  -0.189
C10 -5.791 -5.722 -1.726  -0.031
C11 -8.529 -1.194 0.555  -0.225
C12 -2.666 7.194 2.797  -0.612
C13 -0.645 7.868 1.866  -0.025
C14 9.318 -1.824 -4.102  -0.614
C15 4.047 0.018 -2.417  -0.195
C16 3.133 9.245 -3.034  -0.053
C17 6.487 -6.037 2.625  -0.222
C18 10.765 -3.566 -4.629  -0.049
C19 -1.844 -8.651 -3.431  -0.065
C20 -7.217 2.212 9.161  -0.044
C21 -4.409 -7.028 -3.058  -0.615
C22 3.890 -2.224 -3.197  -0.258
C23 -3.058 -8.465 -4.314  -0.214
C24 2.382 -4.172 1.391  -0.016
C25 2.058 7.420 -2.075  -0.615
C26 4.440 -5.043 2.073  -0.617
C27 7.760 -0.115 -3.724  -0.196
C28 -2.930 3.132 6.351  -0.052
C29 -4.347 0.875 0.272  -0.018
C30 -2.635 -1.066 -3.340  -0.068
C31 -4.598 6.280 3.758  -0.210
C32 8.269 1.011 -4.596  -0.061
C33 4.809 -3.270 -2.595  -0.065
C34 -2.167 -2.171 -2.398  -0.263
H1 -3.076 4.359 8.128  0.122
H2 -3.001 2.188 6.891  0.078
H3 0.398 7.906 2.166  0.098
H4 -2.173 -3.131 -2.917  0.110
H5 -8.294 2.335 9.104  0.091
H6 -8.741 -1.155 2.696  0.079
H7 -7.471 -2.241 2.112  0.075
H8 6.976 -7.199 4.363  0.076
H9 1.809 -4.136 0.473  0.089
H10 6.675 -0.103 -3.658  0.098
H11 10.688 -4.561 -5.058  0.091
H12 -4.863 5.993 4.775  0.109
H13 5.056 -3.002 -1.566  0.075
H14 5.797 -7.966 3.284  0.079
H15 4.149 8.886 -2.872  0.095
H16 7.888 0.905 -5.612  0.082
H17 -5.092 7.223 3.525  0.122
H18 -6.941 1.194 8.890  0.098
H19 -2.483 -1.345 -4.383  0.069
H20 6.763 -5.068 3.038  0.121
H21 11.090 -3.626 -3.592  0.094
H22 4.830 0.761 -2.244  0.123
H23 2.796 8.937 -4.021  0.093
H24 -3.690 -0.845 -3.164  0.070
H25 2.696 -3.170 1.671  0.100
H26 2.100 -0.096 -3.316  0.110
H27 -4.018 1.902 0.151  0.098
H28 -1.023 8.875 1.707  0.097
H29 -0.976 -8.896 -4.043  0.079
H30 3.784 -0.408 -1.442  0.130
H31 -9.536 -0.843 0.335  0.119
H32 8.169 -0.054 -2.716  0.127
H33 7.320 -6.412 2.032  0.120
H34 -0.738 7.290 0.950  0.080
H35 1.786 -4.609 2.190  0.099
H36 2.375 5.367 0.651  0.080
H37 -3.436 5.205 6.617  0.111
H38 -3.440 3.022 5.393  0.077
H39 -4.031 0.280 -0.578  0.071
H40 -1.626 -7.741 -2.875  0.078
H41 -2.817 -2.265 -1.528  0.108
H42 -5.781 -4.930 -2.471  0.096
H43 4.294 -4.232 -2.568  0.075
H44 -6.777 -5.811 -1.280  0.091
H45 3.021 1.332 -3.826  0.130
H46 -6.057 4.995 2.851  0.082
H47 -6.863 2.427 10.167  0.094
H48 2.991 -2.125 -2.581  0.115
H49 0.699 5.255 -1.913  0.130
H50 -9.171 -2.701 1.944  0.076
H51 -1.879 3.343 6.158  0.086
H52 -5.049 -5.506 -0.960  0.101
H53 -2.010 -9.462 -2.722  0.080
H54 -2.085 -0.148 -3.143  0.054
H55 11.477 -2.968 -5.196  0.095
H56 5.303 -6.623 4.327  0.075
H57 7.927 1.967 -4.197  0.080
H58 -2.928 -7.626 -4.997  0.122
H59 1.761 3.888 -0.125  0.055
H60 -3.925 0.450 1.179  0.101
H61 -8.218 -1.876 -0.236  0.119
H62 3.101 10.327 -2.945  0.089
H63 0.072 5.644 -0.313  0.110
H64 -3.262 -9.362 -4.896  0.120
H65 -4.448 4.271 3.001  0.077
H66 2.962 4.889 -0.952  0.079
H67 9.359 1.022 -4.632  0.072
H68 -4.758 5.489 1.758  0.078
H69 5.736 -3.374 -3.160  0.069
H70 3.554 -2.509 -4.198  0.119

The LUMO energy is 2.06 eV. Its total energy is -4295.52028 Ha. Its charge is -1. The value obtained for the molecular weight is 1005.0 u.


Record 2
Here is a cluster of 5 separate species, C34H72INO15P2S in total at a distorted geometry from OMol25. Energies are from ωB97M-V with the def2-TZVPD basis set.

Each line ends with the Löwdin charge.
Cartesian coordinates (Å):
I1 0.802 -1.103 -5.513  0.542
S1 4.275 -2.405 -3.486  0.623
P1 2.570 0.027 -4.212  0.587
P2 2.006 -0.390 1.895  0.526
O1 -2.690 0.736 4.631  -0.187
O2 1.444 0.349 0.570  -0.223
O3 3.434 -0.072 2.032  -0.253
O4 3.746 0.224 -5.328  -0.384
O5 -1.292 -3.195 4.860  -0.191
O6 5.494 -1.864 -4.031  -0.296
O7 -4.156 1.552 2.208  -0.188
O8 1.917 -2.087 -0.942  -0.178
O9 -0.628 -6.062 4.826  -0.187
O10 1.164 -0.025 3.211  -0.236
O11 -6.803 5.379 -2.655  -0.188
O12 -3.205 -0.579 -4.862  -0.206
O13 3.510 -3.050 -4.526  -0.372
O14 -4.319 6.438 -1.478  -0.191
O15 -4.867 1.856 -4.918  -0.200
N1 3.672 -0.417 -1.659  -0.011
C1 -3.152 -0.554 -6.278  -0.118
C2 6.169 -0.236 -1.526  -0.221
C3 2.810 0.637 4.962  -0.061
C4 -6.040 4.731 -1.649  -0.201
C5 -1.461 -5.413 3.877  -0.197
C6 -4.079 1.431 -3.816  -0.208
C7 8.648 -1.317 -1.018  -0.057
C8 4.853 0.418 -1.893  -0.156
C9 1.840 -2.196 1.750  -0.172
C10 -0.111 -2.960 5.608  -0.094
C11 8.549 -0.194 -1.819  -0.069
C12 -4.710 2.628 2.945  -0.107
C13 -1.230 -6.181 6.104  -0.108
C14 -6.161 5.382 -3.921  -0.099
C15 1.075 1.744 0.728  -0.242
C16 1.873 -1.874 -2.349  -0.276
C17 -4.734 7.739 -1.858  -0.111
C18 -2.308 0.408 3.304  -0.200
C19 4.555 -3.684 -2.255  -0.107
C20 7.530 -1.880 -0.486  -0.273
C21 -6.002 1.034 -5.135  -0.109
C22 1.710 1.070 3.987  -0.260
C23 0.588 -2.287 -0.495  -0.222
C24 7.600 -3.136 0.371  -0.033
C25 6.282 -1.342 -0.732  -0.020
C26 0.572 -2.653 0.997  -0.190
C27 -1.066 -3.963 3.687  -0.211
C28 -2.856 0.657 -4.258  -0.214
C29 -3.849 0.041 5.061  -0.103
C30 -5.316 5.722 -0.763  -0.203
C31 -2.742 1.473 2.317  -0.205
C32 2.297 2.642 0.570  -0.056
C33 7.309 0.320 -2.055  -0.066
C34 3.167 -1.129 -2.819  -0.664
H1 0.088 -3.061 -1.095  0.132
H2 2.952 2.246 -0.207  0.062
H3 2.694 1.065 5.955  0.075
H4 3.775 0.929 4.543  0.072
H5 0.878 1.467 4.576  0.119
H6 7.295 -2.946 1.400  0.083
H7 -0.283 -2.134 1.444  0.101
H8 2.905 0.135 -1.291  0.092
H9 -5.332 4.025 -2.095  0.114
H10 -0.022 -3.885 3.372  0.101
H11 -2.239 1.258 -4.934  0.126
H12 -6.232 4.388 -4.376  0.080
H13 -3.637 0.332 -6.695  0.086
H14 4.941 0.822 -2.910  0.097
H15 -0.451 -6.449 6.816  0.089
H16 -3.599 -1.000 5.294  0.085
H17 5.373 -1.778 -0.332  0.112
H18 -6.401 1.268 -6.121  0.090
H19 -2.321 2.446 2.590  0.126
H20 -5.735 7.734 -2.294  0.084
H21 -4.640 0.066 4.308  0.085
H22 -2.254 0.421 -3.374  0.119
H23 -4.717 8.408 -0.991  0.088
H24 -1.690 -3.531 2.898  0.121
H25 8.605 -3.554 0.311  0.074
H26 4.178 -3.319 -1.294  0.051
H27 4.637 0.224 -4.948  0.040
H28 -0.010 -1.372 -0.610  0.117
H29 -5.784 2.468 3.015  0.090
H30 0.479 -3.871 5.732  0.089
H31 2.824 -0.455 4.988  0.078
H32 0.368 -3.723 1.086  0.106
H33 -3.666 -1.440 -6.648  0.091
H34 -5.748 -0.027 -5.102  0.084
H35 -6.677 6.099 -4.558  0.089
H36 2.021 1.894 3.348  0.091
H37 1.041 -1.177 -2.526  0.068
H38 -6.772 1.248 -4.385  0.088
H39 -4.297 2.684 3.955  0.085
H40 -4.528 3.576 2.425  0.080
H41 -5.111 5.672 -3.846  0.086
H42 -4.030 8.110 -2.601  0.089
H43 -1.334 -5.939 2.926  0.126
H44 -6.743 4.159 -1.033  0.126
H45 0.499 -2.192 5.118  0.074
H46 -4.805 5.172 0.034  0.116
H47 -1.216 0.344 3.291  0.101
H48 6.904 -3.852 -0.076  0.064
H49 2.725 -2.627 1.289  0.097
H50 9.415 0.262 -2.278  0.107
H51 -6.026 6.411 -0.295  0.127
H52 -1.985 -6.974 6.093  0.089
H53 -4.679 0.837 -3.118  0.128
H54 -0.406 -2.597 6.592  0.093
H55 1.737 -2.548 2.780  0.083
H56 4.762 1.291 -1.235  0.126
H57 5.618 -3.876 -2.125  0.064
H58 2.885 2.758 1.480  0.071
H59 -2.361 1.206 1.324  0.122
H60 9.622 -1.758 -0.832  0.112
H61 -2.108 -0.587 -6.609  0.032
H62 7.221 1.202 -2.687  0.119
H63 -1.692 -5.244 6.425  0.083
H64 -2.704 -0.571 3.017  0.127
H65 -4.212 0.526 5.967  0.089
H66 0.373 1.960 -0.080  0.120
H67 -2.513 -5.490 4.167  0.128
H68 1.954 3.634 0.261  0.085
H69 1.745 -2.836 -2.848  0.115
H70 3.978 -4.571 -2.503  0.075
H71 0.532 1.907 1.662  0.099
H72 -3.750 2.335 -3.293  0.118

The LUMO energy is 0.17 eV. Its total energy is -3900.50812 Ha. As for the structure (SMILES): CCOP(=O)(CCCOC[C@](NCc1cccc(C)c1)(P(O)I)S(C)(=O)=O)OCC.COCCOC.COCCOC.COCCOC.COCCOC. Its charge is 0. The value obtained for the molecular weight is 955.9 u.